(1)
{"formula": "C23H38N2O12", "method": "ωB97M-V with the def2-TZVPD basis set", "de_lowest_kcal_mol": 13.6, "multiplicity": 1, "orbital_gap_ev": 10.32, "lumo_energy_ev": 0.2, "smiles": "C[C@H]1COC(=O)O1.C[C@H]1COC(=O)O1.C[C@H]1COC(=O)O1.COC(=O)OC.CCCC#N.CCCC#N", "homo_ha": -0.37160, "elements": ["C", "C", "C", "O", "C", "O", "O", "H", "H", "H", "H", "H", "H", "C", "C", "C", "O", "C", "O", "O", "H", "H", "H", "H", "H", "H", "C", "C", "C", "O", "C", "O", "O", "H", "H", "H", "H", "H", "H", "C", "O", "C", "O", "O", "C", "H", "H", "H", "H", "H", "H", "C", "C", "C", "C", "N", "H", "H", "H", "H", "H", "H", "H", "C", "C", "C", "C", "N", "H", "H", "H", "H", "H", "H", "H"], "positions_angstrom": [[1.73915, -0.44310, 1.15372], [0.63661, -0.48126, 0.09946], [1.10197, -0.47756, -1.34228], [1.18672, -1.85487, -1.66842], [0.36181, -2.50015, -0.91515], [0.02965, -3.66713, -1.01229], [-0.13600, -1.69154, 0.05202], [1.51109, -1.28901, 1.79915], [1.90185, 0.54365, 1.71118], [2.74449, -0.50628, 0.67149], [-0.03253, 0.37327, 0.15647], [2.12627, -0.11703, -1.24361], [0.45578, -0.01812, -2.14936], [3.29647, 5.49372, 1.30265], [3.11080, 4.58545, 0.12928], [3.45906, 3.15306, 0.31159], [2.33382, 2.44996, -0.18627], [1.31576, 3.29718, -0.07130], [0.11921, 2.96716, -0.15055], [1.66419, 4.50131, -0.03987], [2.78823, 6.45208, 1.17440], [4.28500, 5.65378, 1.56686], [2.70979, 5.04260, 2.09081], [3.61774, 4.83122, -0.80642], [3.76022, 2.86614, 1.35832], [4.26641, 2.79257, -0.35376], [-0.61858, 1.45499, 5.36570], [0.19285, 1.19623, 4.05514], [0.05384, 2.32600, 3.07165], [1.33935, 2.83166, 3.08112], [2.14719, 2.06461, 3.73462], [3.38042, 2.22658, 3.81947], [1.54569, 1.11038, 4.32586], [-0.48406, 0.61072, 6.04684], [-1.63934, 1.78662, 5.21587], [-0.09889, 2.28031, 5.81567], [-0.14612, 0.18875, 3.64226], [-0.63177, 3.17902, 3.33396], [-0.17696, 1.99176, 2.04145], [-3.10057, 0.74327, -1.82567], [-3.71683, -0.49585, -1.41388], [-3.32835, -1.65855, -1.89755], [-2.31170, -1.77292, -2.93713], [-3.86665, -2.71196, -1.33436], [-3.28423, -3.97325, -1.64614], [-3.02398, 0.65501, -2.93800], [-2.15148, 0.79505, -1.28729], [-3.76502, 1.52125, -1.54692], [-2.41592, -4.18681, -1.08197], [-2.91193, -4.14512, -2.63657], [-4.15690, -4.68100, -1.55845], [0.45055, 0.36031, -5.37763], [0.10306, -1.07351, -5.65432], [1.19150, -2.07242, -5.20375], [2.46923, -1.79109, -6.04330], [3.33214, -1.52342, -6.76106], [0.57863, 0.46508, -4.26517], [-0.22146, 1.07794, -5.79269], [1.48478, 0.61894, -5.72025], [-0.21533, -1.16086, -6.67970], [-0.83723, -1.10696, -5.13285], [0.74696, -3.08039, -5.59680], [1.32930, -1.90768, -4.15372], [-1.76915, -2.45472, 3.96522], [-1.61976, -2.53577, 2.48674], [-2.87519, -2.82945, 1.67798], [-3.40025, -4.25380, 1.56789], [-3.88232, -5.34094, 1.44475], [-2.55257, -1.80861, 4.23447], [-0.87225, -2.03605, 4.48886], [-2.09414, -3.41992, 4.38535], [-0.93653, -3.29147, 2.17041], [-1.27201, -1.50348, 2.22147], [-2.68828, -2.45104, 0.67539], [-3.63325, -2.17454, 1.97893]], "atomic_forces_ev_per_a": [[0.8752, 0.8269, -0.1277], [-1.0776, 1.1594, -1.2733], [1.1928, 0.8743, -0.5726], [1.2343, 0.1529, -1.2529], [-2.1155, -3.0750, 1.0704], [0.6426, 1.7741, 0.0511], [0.0025, -0.0438, 0.9791], [0.5671, 0.1584, 0.4600], [-1.0174, -1.4063, -0.6680], [-0.6899, -0.6931, 0.3442], [-0.3227, -0.0717, 0.5854], [-0.0984, 0.4281, -1.1728], [0.7186, -0.0317, 1.3276], [-2.0789, 0.1346, -0.3431], [-0.0270, 0.6316, -0.4602], [2.5750, -2.0936, 0.6025], [-0.4250, -0.5935, 0.9674], [-5.2598, -3.3593, -1.6678], [2.4721, -0.0320, 0.4583], [1.6499, 3.5111, 0.1429], [0.2968, 0.0423, -0.4980], [1.9298, 0.1635, 0.6130], [0.3255, -0.2944, 0.6255], [-0.6155, 0.9903, -0.0496], [-0.7917, 0.1577, -0.7533], [-0.0392, 0.5983, 0.4847], [1.5890, -0.2290, -0.5552], [-4.2723, -2.2404, 0.9186], [-1.8076, 0.3898, -1.0794], [0.8946, 2.5033, -1.6889], [6.6995, 1.2952, 0.5190], [-3.0829, -0.0688, -0.6237], [-0.4462, -2.2137, 1.4874], [-0.4804, 0.0572, -0.1310], [-0.1956, -0.4591, -0.2137], [0.1753, 0.6245, 0.5162], [0.4911, 1.2946, 0.2247], [0.4186, -1.1194, 0.0003], [-0.0707, 0.2029, 0.5164], [0.6518, -1.7608, -1.5715], [-0.7912, -1.4614, 0.5688], [6.2877, -0.0300, -5.7161], [-5.8084, 0.9543, 6.0620], [0.2812, 1.7164, -0.4721], [-1.8615, -2.1042, -0.9445], [0.4737, 0.5029, 0.9844], [0.0191, 0.3110, -0.4611], [-0.5728, 0.5594, 0.3572], [0.4636, -0.1171, 1.3685], [-0.1898, 0.9956, -0.9476], [1.2679, 0.5272, 0.5599], [2.9665, 0.3044, 1.2254], [-0.3760, 1.1639, -0.1410], [-0.7734, -0.5191, -3.4731], [-1.3622, -0.1920, 0.8221], [-0.4202, -0.2325, 0.5529], [-0.5873, 0.2860, -0.8218], [-0.6148, 0.4110, -0.0385], [-0.7633, -0.1174, -0.1901], [0.4489, -0.4320, -0.6635], [-0.3469, -1.3605, 0.7250], [1.3563, 1.3822, 1.5247], [0.4169, -0.7372, 0.5035], [0.5407, -1.2489, 1.2451], [0.0190, 0.9911, -0.3074], [0.3878, -0.9132, -0.8588], [-1.4799, -2.9320, -0.1088], [2.1849, 4.6945, 0.5869], [-1.2296, 1.1760, 0.2026], [-0.4916, -0.7729, -0.4765], [0.5626, 0.1628, 0.1422], [1.1422, -0.1334, -0.0389], [-0.1357, -1.0775, -0.5174], [0.1771, -0.5418, -0.2572], [-1.6794, 0.5990, 0.8114]]}

---

(2)
{"formula": "C23H38N2O7OsSSi", "method": "ωB97M-V with the def2-TZVPD basis set", "charge": 2, "multiplicity": 5, "orbital_gap_ev": [8.08, 5.91], "lumo_energy_ev": [-5.6, -8.0], "homo_ha": [-0.50378, -0.51297], "elements": ["Os", "O", "C", "O", "C", "O", "C", "C", "O", "O", "H", "H", "H", "H", "H", "O", "S", "C", "C", "C", "C", "H", "H", "H", "H", "H", "H", "H", "H", "O", "C", "C", "C", "C", "C", "C", "N", "H", "H", "H", "H", "H", "H", "H", "H", "H", "H", "H", "C", "Si", "C", "C", "N", "C", "C", "C", "C", "C", "C", "H", "H", "H", "H", "H", "H", "H", "H", "H", "H", "H", "H", "H", "H"], "positions_angstrom": [[-0.25221, -0.96799, -0.17121], [-0.75972, -3.98886, 2.81468], [-0.77615, -3.28396, 1.71958], [-0.58196, -2.06670, 1.70441], [-1.04143, -4.10959, 0.49281], [-1.14682, -3.26530, -0.62086], [-2.44422, -3.14077, -1.22576], [-2.87523, -1.69656, -1.30327], [-3.84102, -1.38734, -1.92738], [-2.13982, -0.81304, -0.59834], [-0.57887, -3.43500, 3.59275], [-0.20340, -4.79892, 0.36731], [-1.93747, -4.70788, 0.65706], [-2.42086, -3.55712, -2.22816], [-3.19919, -3.67067, -0.64453], [1.74195, -1.14090, 0.29705], [2.60032, -1.08643, 1.56199], [4.22168, -0.77845, 0.91209], [4.52894, 0.71747, 0.74891], [3.60927, 1.46282, -0.22371], [2.29107, 1.96468, 0.38768], [4.26604, -1.31767, -0.03659], [4.90554, -1.24957, 1.62611], [5.56194, 0.76576, 0.40066], [4.50530, 1.20286, 1.72859], [3.39934, 0.81933, -1.08633], [4.16170, 2.32327, -0.60587], [1.51406, 1.19444, 0.33337], [2.44139, 2.18399, 1.44991], [-0.54245, 0.80924, 1.38716], [-1.43193, 1.55175, 1.83877], [-1.09548, 2.70581, 2.72080], [-1.29924, 2.17312, 4.16917], [-2.62362, 1.44702, 4.48558], [-2.79759, 0.04043, 3.86560], [-3.22517, 0.03812, 2.38179], [-2.75977, 1.28698, 1.73649], [-1.76461, 3.54749, 2.52442], [-0.06342, 3.02287, 2.58510], [-1.20257, 3.02542, 4.84126], [-0.47250, 1.49407, 4.39793], [-3.48272, 2.08342, 4.24236], [-2.65203, 1.32745, 5.56845], [-3.53873, -0.51076, 4.44538], [-1.84747, -0.49631, 3.96705], [-4.30461, 0.00039, 2.26802], [-2.80081, -0.80645, 1.85315], [-3.30956, 2.07097, 2.05383], [1.77287, 3.22583, -0.30913], [-0.15322, 1.46805, -2.18503], [-1.63186, 2.20088, -1.46184], [0.90065, 2.47040, -3.25712], [0.20333, -0.13168, -1.94069], [0.65633, -1.00806, -3.00225], [1.27739, -2.21852, -2.72572], [1.66134, -3.06547, -3.75680], [1.43762, -2.71419, -5.07800], [0.82222, -1.50525, -5.36258], [0.43178, -0.66387, -4.33151], [2.46432, 4.05991, -0.17922], [1.66095, 3.06334, -1.38761], [0.80372, 3.53345, 0.09228], [-1.40682, 3.14577, -0.95557], [-2.12581, 1.50387, -0.79086], [-2.31701, 2.41995, -2.29165], [1.09227, 3.43617, -2.78145], [0.37709, 2.67491, -4.19849], [1.84283, 1.97299, -3.48186], [1.48280, -2.50606, -1.70098], [2.14180, -4.00753, -3.52481], [1.73398, -3.37789, -5.87921], [0.62785, -1.21997, -6.38870], [-0.09231, 0.26004, -4.57646]], "atomic_forces_ev_per_a": [[-0.2300, -0.1119, -0.2500], [-0.0206, 0.0778, 0.0004], [-0.0022, 0.0391, 0.1985], [-0.0266, -0.1349, -0.0430], [0.0518, 0.0833, -0.0637], [-0.1188, -0.1797, -0.1745], [0.1566, -0.1311, 0.0894], [0.3236, 0.3640, 0.2582], [-0.1587, 0.1651, -0.0438], [-0.5496, -0.1586, -0.1285], [0.0172, 0.0167, 0.0413], [0.0296, -0.0482, -0.0160], [-0.0438, -0.0547, 0.0245], [0.0664, -0.0601, -0.0806], [-0.0118, -0.0654, 0.0123], [0.1638, -0.1053, -0.1370], [-0.1711, -0.0469, 0.2903], [0.1258, 0.0643, 0.0588], [-0.0415, -0.0530, -0.0436], [-0.0468, -0.0018, 0.0379], [0.0130, 0.1086, -0.1311], [0.0584, -0.0017, -0.0016], [-0.0190, 0.0325, -0.0626], [-0.0013, 0.0145, -0.0049], [0.0534, -0.0185, -0.0360], [0.0270, 0.0839, -0.0482], [0.0194, 0.0070, 0.0129], [0.2436, 0.2138, 0.1298], [-0.0626, -0.0351, -0.0132], [-0.2932, -0.1146, 0.2119], [0.2052, 0.0359, -0.0169], [0.0291, 0.0277, 0.1059], [-0.0643, -0.0208, -0.0432], [0.0334, -0.0786, -0.0770], [0.0175, 0.1437, -0.0671], [0.1685, 0.1852, 0.1354], [0.0287, -0.2462, -0.1447], [-0.0051, -0.0136, 0.0525], [-0.0196, 0.0374, -0.0476], [0.0216, -0.0001, 0.0024], [-0.0031, 0.0262, -0.0071], [0.0343, -0.0209, 0.0243], [-0.0218, 0.0135, 0.0158], [0.0251, -0.0370, -0.0045], [-0.0196, 0.0234, 0.0135], [-0.0481, 0.0384, -0.0155], [-0.0373, -0.0800, -0.1123], [-0.0640, 0.0402, 0.0697], [0.0801, -0.2008, 0.0795], [0.1162, -0.0772, 0.0645], [-0.1855, 0.2528, 0.3150], [-0.0914, 0.4028, -0.9704], [-0.0467, -0.6751, -0.1577], [0.1424, 0.3487, 0.1949], [0.1787, -0.1372, 0.1765], [-0.0087, -0.0183, 0.0576], [0.0172, -0.0019, -0.0404], [-0.0131, 0.0857, 0.0036], [-0.2061, 0.1737, -0.1035], [-0.0206, -0.0026, -0.0260], [0.4582, 0.1095, 1.0825], [0.0172, 0.0267, 0.0352], [-0.0723, -0.0838, -0.1056], [-0.1306, 0.0155, 0.0330], [0.0438, 0.0135, 0.0308], [-0.2568, -0.1177, -0.6155], [0.0942, -0.0482, -0.0415], [0.0453, 0.0159, -0.0285], [0.0024, -0.0072, -0.0327], [-0.0114, 0.0304, 0.0237], [-0.0085, 0.0184, 0.0239], [0.0026, 0.0028, 0.0447], [0.0209, -0.1496, -0.0150]]}

---

(3)
{"formula": "C23H38N5NiO3", "method": "ωB97M-V with the def2-TZVPD basis set", "de_lowest_kcal_mol": 5.9, "charge": 2, "multiplicity": 2, "orbital_gap_ev": [7.48, 6.63], "lumo_energy_ev": [-4.6, -4.6], "homo_ha": [-0.44437, -0.41277], "elements": ["Ni", "O", "C", "C", "C", "C", "C", "C", "C", "C", "N", "H", "H", "H", "H", "H", "H", "H", "H", "H", "H", "H", "C", "C", "N", "C", "C", "N", "C", "C", "H", "H", "H", "H", "H", "H", "H", "H", "H", "H", "H", "H", "H", "O", "N", "C", "C", "C", "C", "C", "H", "H", "H", "H", "H", "C", "N", "C", "C", "C", "O", "H", "H", "H", "H", "H", "H", "H", "H", "H"], "positions_angstrom": [[-0.10839, 0.12354, 0.16621], [-1.47953, -0.16457, -1.60940], [-2.11522, 1.07399, -1.98832], [-3.46706, 1.17293, -1.31579], [-3.43338, 0.85467, 0.18365], [-2.59419, 1.77338, 1.03018], [-3.16465, 2.90553, 1.60857], [-2.41175, 3.71404, 2.43547], [-1.09637, 3.35449, 2.68169], [-0.59816, 2.22475, 2.06417], [-1.30775, 1.44832, 1.23354], [-0.81112, -0.35741, -2.27569], [-2.24190, 1.10024, -3.07144], [-1.47161, 1.90426, -1.69188], [-4.16372, 0.48230, -1.79435], [-3.85171, 2.18331, -1.47492], [-3.05790, -0.16115, 0.30604], [-4.45662, 0.88008, 0.56133], [-4.20554, 3.13473, 1.41566], [-2.84488, 4.59445, 2.89204], [-0.47006, 3.93606, 3.34459], [0.42313, 1.90417, 2.23600], [-2.05046, -4.08705, 1.01600], [-1.63159, -2.75305, 0.34899], [-0.76437, -1.97131, 1.23984], [-1.49718, -1.60590, 2.45839], [-2.08793, -2.85941, 3.14726], [-1.54429, -4.06185, 2.42988], [-0.04263, -4.02233, 2.44020], [0.39683, -2.79372, 1.60762], [-1.61515, -4.95743, 0.52961], [-3.13013, -4.21433, 1.05474], [-2.50640, -2.16179, 0.09415], [-1.09190, -2.94816, -0.57450], [-2.29351, -0.91217, 2.20227], [-0.80894, -1.08465, 3.12142], [-3.17281, -2.90432, 3.07906], [-1.80056, -2.93779, 4.19319], [-1.85897, -4.90405, 2.90789], [0.31807, -4.96163, 2.02708], [0.27023, -3.95677, 3.48015], [0.89086, -3.10789, 0.69037], [1.09878, -2.18015, 2.16328], [1.70831, -0.27819, 0.96996], [2.83808, 0.14439, 0.45355], [3.60017, -0.69984, -0.25321], [4.80060, -0.28675, -0.79385], [5.22108, 1.01994, -0.61626], [4.40777, 1.87910, 0.10036], [3.21671, 1.41907, 0.62340], [3.19680, -1.69571, -0.35080], [5.40000, -0.99523, -1.34856], [6.16366, 1.35666, -1.02601], [4.69561, 2.90827, 0.26727], [2.52754, 2.02239, 1.19316], [1.85842, 4.35315, -3.00635], [1.28177, 3.40874, -2.04822], [0.46449, 3.95935, -0.97481], [1.47339, 2.08497, -2.14009], [2.38083, 1.58541, -3.23600], [0.94568, 1.28310, -1.35484], [1.32540, 5.29617, -2.92125], [1.74714, 4.00010, -4.02878], [2.91541, 4.53827, -2.80773], [0.93111, 4.86976, -0.60012], [0.38663, 3.23529, -0.16990], [-0.54169, 4.20461, -1.32360], [3.32419, 2.13275, -3.25857], [1.91048, 1.70531, -4.21439], [2.57607, 0.53013, -3.06815]], "atomic_forces_ev_per_a": [[-0.1145, -0.2891, -0.4397], [-0.0836, -0.0375, 0.0523], [-0.0420, 0.0810, 0.0227], [0.0181, -0.0353, 0.0591], [-0.0104, 0.0390, -0.0322], [-0.1135, 0.0311, -0.0876], [-0.0944, -0.0494, -0.0960], [-0.0097, 0.0334, 0.0023], [0.1038, 0.0210, 0.0404], [0.1501, 0.0970, 0.1113], [-0.2183, 0.1685, 0.2739], [0.0622, 0.0190, 0.0569], [0.0148, 0.0136, -0.0145], [0.0411, -0.0001, 0.0155], [-0.0095, 0.0123, 0.0046], [-0.0193, -0.0162, -0.0211], [-0.0102, -0.0169, 0.0261], [-0.0016, -0.0338, -0.0059], [0.0267, -0.0306, -0.0119], [0.0092, -0.0178, 0.0000], [0.0120, -0.0379, -0.0191], [0.0054, 0.0041, 0.0262], [0.0091, 0.0785, -0.0630], [0.0358, -0.0134, 0.0907], [-0.0580, -0.1504, -0.0105], [0.0200, -0.0429, -0.0386], [0.0351, 0.0803, -0.0285], [0.0055, 0.0255, -0.0144], [0.0530, 0.0697, -0.0462], [-0.0870, 0.0146, -0.0011], [0.0303, -0.0180, 0.0249], [-0.0117, -0.0121, 0.0295], [-0.0230, 0.0384, -0.0048], [0.0015, -0.0052, -0.0280], [-0.0056, 0.0178, -0.0022], [0.0082, 0.0061, 0.0128], [-0.0181, -0.0311, -0.0201], [0.0143, -0.0350, 0.0159], [-0.0016, -0.0153, 0.0155], [-0.0287, -0.0286, -0.0086], [-0.0268, -0.0016, 0.0283], [0.0116, -0.0019, -0.0101], [0.0281, 0.0238, 0.0069], [0.1204, -0.1631, 0.4298], [-0.1473, 0.1802, -0.1113], [0.2078, -0.1968, -0.1562], [-0.0117, -0.1385, -0.0189], [0.0665, -0.0443, -0.0637], [-0.0839, 0.1351, 0.1028], [0.1382, 0.2559, 0.0538], [0.0212, 0.0023, -0.0017], [-0.0417, -0.0154, 0.0191], [-0.0263, 0.0034, 0.0154], [-0.0549, -0.0205, 0.0278], [0.0164, 0.0068, -0.0055], [-0.0371, -0.0202, 0.0373], [-0.0139, 0.0129, -0.0439], [0.0337, 0.0201, -0.0002], [0.0843, 0.0238, -0.0151], [-0.0020, 0.0370, -0.0205], [0.0529, 0.0111, -0.1774], [-0.0122, -0.0006, -0.0021], [-0.0044, -0.0113, 0.0056], [-0.0011, -0.0072, 0.0249], [-0.0029, -0.0078, 0.0046], [-0.0018, -0.0150, -0.0151], [0.0247, 0.0115, -0.0288], [-0.0286, -0.0173, -0.0042], [0.0050, 0.0018, 0.0256], [-0.0096, 0.0015, 0.0064]]}